Record 1
One molecule with the formula C2H5BrOS, computed with ωB97M-V/def2-TZVPD.

Properties
Energy in a.u.: -3126.59557
E_LUMO in eV: -0.2940
Max |F| in Eh/bohr: 0.0617
Energy relative to the best compared isomer or geometry (same formula, charge and spin) in eV: 1.000
SMILES string: C[C@](O)(S)Br
E_HOMO in Ha: -0.338

Positions of all 10 atoms, in Å:
C (0.6648, 0.6224, -0.2794)
C (-0.2243, -0.4942, 0.3550)
O (-0.1867, -0.5916, 1.6922)
S (-0.0681, -1.9456, -0.5208)
Br (-2.2850, 0.4919, -0.4518)
H (0.2896, 0.7365, -1.3656)
H (0.4340, 1.5316, 0.2557)
H (1.7121, 0.4232, -0.1855)
H (-0.0216, 0.3953, 2.0174)
H (-0.3150, -1.1696, -1.5172)



Record 2
A 2-piece molecular cluster, C2H5BrS overall, computed with ωB97M-V/def2-TZVPD.

Properties
Energy in a.u.: -3051.24459
E_LUMO (alpha / beta) in eV: -0.3939 / -0.1097
Max |F| in Eh/bohr: 0.0207
Energy relative to the best compared isomer or geometry (same formula, charge and spin) in eV: 3.817
E_HOMO (alpha / beta) in Ha: -0.276 / -0.350

Positions of all 9 atoms, in Å:
C (-0.1846, -0.6660, -0.9554)
C (1.3800, 0.4457, 0.9072)
S (1.3387, -0.9825, -0.0295)
Br (2.8814, 0.7803, 1.9471)
H (-0.3685, -1.5353, -1.5788)
H (-0.0548, 0.2172, -1.5746)
H (-0.9992, -0.5298, -0.2489)
H (-0.2432, 0.1113, 2.6382)
H (0.8230, 1.3090, 0.5914)



Record 3
A 2-piece molecular cluster, C2H5Cl2FNO3PS overall, computed with ωB97M-V/def2-TZVPD.

Properties
Energy in a.u.: -2119.48214
E_LUMO in eV: 0.3093
Max |F| in Eh/bohr: 0.0810
Energy relative to the best compared isomer or geometry (same formula, charge and spin) in eV: 0.000
SMILES string: O=S(=O)(F)NP(Cl)Cl.CC=O
E_HOMO in Ha: -0.382

Positions of all 16 atoms, in Å:
O (-4.2467, -2.3087, 2.9813)
S (-4.3085, -2.2450, 1.5646)
O (-5.4537, -2.0872, 0.7304)
F (-3.8398, -3.6772, 1.0681)
N (-3.1180, -1.2580, 0.8322)
P (-2.4337, 0.0151, 1.6740)
Cl (-4.2074, 0.5892, 2.5356)
Cl (-1.5229, -1.0215, 3.0938)
H (-3.1606, -1.2060, -0.1736)
C (1.2285, 0.1219, 0.8912)
C (0.2501, -0.2623, -0.2397)
O (-0.3271, -1.3094, -0.2553)
H (2.1304, -0.6242, 0.8994)
H (1.6467, 1.2315, 0.8775)
H (0.7550, -0.0303, 1.7857)
H (0.0809, 0.6072, -0.9069)



Record 4
One molecule with the formula C2H5Cl2N, computed with ωB97M-V/def2-TZVPD.

Properties
Energy in a.u.: -1054.31807
E_LUMO in eV: 0.8821
Max |F| in Eh/bohr: 0.0734
Energy relative to the best compared isomer or geometry (same formula, charge and spin) in eV: 0.407
SMILES string: NCC(Cl)Cl
E_HOMO in Ha: -0.357

Positions of all 10 atoms, in Å:
N (1.0684, -0.3663, -0.6951)
C (0.3680, -0.1185, 0.5001)
C (-1.0593, 0.1968, 0.1429)
Cl (-1.2894, 1.7386, -0.7645)
Cl (-1.7163, -1.1290, -0.7670)
H (1.1822, 0.5284, -0.9934)
H (1.9509, -0.9150, -0.6276)
H (0.7147, 0.7437, 1.0697)
H (0.5329, -0.8840, 1.1976)
H (-1.7521, 0.2054, 0.9375)



Record 5
A 2-piece molecular cluster, C2H5Cl2N overall, computed with ωB97M-V/def2-TZVPD.

Properties
Energy in a.u.: -1054.30551
E_LUMO in eV: 0.7360
Max |F| in Eh/bohr: 0.0466
Energy relative to the best compared isomer or geometry (same formula, charge and spin) in eV: 0.749
SMILES string: C=C(N)Cl.Cl
E_HOMO in Ha: -0.303

Positions of all 10 atoms, in Å:
C (-2.0271, 0.5442, -0.3597)
C (-1.0680, -0.3531, 0.0159)
N (0.1025, 0.0958, 0.5785)
Cl (-1.1565, -2.0632, 0.0874)
H (-1.7110, 1.5711, -0.5653)
H (-2.8136, 0.2809, -1.0373)
H (0.7845, -0.4120, 1.1309)
H (0.4009, 1.0945, 0.5144)
Cl (3.3876, -0.5355, 0.2893)
H (4.1007, -0.2228, -0.6541)



Record 6
One molecule with the formula C2H5Cl3NP, computed with ωB97M-V/def2-TZVPD.

Properties
Energy in a.u.: -1855.84730
E_LUMO in eV: 0.5610
Max |F| in Eh/bohr: 0.0959
Energy relative to the best compared isomer or geometry (same formula, charge and spin) in eV: 0.743
SMILES string: NPCC(Cl)(Cl)Cl
E_HOMO in Ha: -0.342

Positions of all 12 atoms, in Å:
N (-1.4325, 0.3106, 1.5635)
P (-0.0491, -0.4639, 1.3857)
C (0.3864, -0.7906, -0.5720)
C (0.7908, 0.5964, -0.9922)
Cl (1.4721, 0.3838, -2.6896)
Cl (-0.3308, 1.9433, -0.9314)
Cl (2.2359, 1.1084, 0.0035)
H (-2.2436, -0.0020, 1.0091)
H (-1.2429, 1.2235, 1.9226)
H (-0.5195, -1.8107, 1.3752)
H (1.2349, -1.3454, -0.7475)
H (-0.3018, -1.1534, -1.3270)



Question: Among the records above, which one has the highest energy?
Answer: number 5



Question: energy of number 4 (C2H5Cl2N)?
Answer: -1054.31807 a.u.



Question: Look up the energy relative to the best compared isomer or geometry (same formula, charge and spin) of the sixth one.
Answer: 0.743 eV